[1]
Computed, not measured: C28H22BF4I2IrN4O3 as an isolated structure, with ωB97M-V/def2-TZVPD.

Kohn-Sham gap (eV): 7.18
HOMO (eV): -7.855

Structure (ORCA input):
```
! RIJCOSX wB97M-V def2-TZVPD def2/J DEFGRID3
* xyz 0 1
Ir -1.463 0.241 0.068
I -7.627 -3.659 -0.931
C -6.125 -2.394 -0.231
C -5.783 -2.404 1.114
C -4.773 -1.572 1.556
I -4.233 -1.612 3.567
C -4.078 -0.705 0.699
O -3.116 0.073 1.222
C -4.467 -0.696 -0.658
C -3.853 0.219 -1.705
N -2.905 1.129 -1.044
C -2.230 2.188 -1.809
C -1.430 2.937 -0.771
C -1.029 4.254 -0.875
C -0.275 4.807 0.147
C 0.050 4.037 1.252
C -0.384 2.727 1.304
N -1.109 2.202 0.312
C -5.471 -1.547 -1.103
H -6.289 -3.059 1.809
H -4.637 0.818 -2.178
H -3.323 -0.347 -2.466
H -3.447 1.575 -0.299
H -2.942 2.847 -2.310
H -1.568 1.724 -2.548
H -1.296 4.828 -1.751
H 0.058 5.834 0.080
H 0.643 4.435 2.063
H -0.146 2.057 2.119
H -5.738 -1.541 -2.153
O 0.904 0.653 -3.119
C 1.209 0.310 -2.007
N 2.467 -0.063 -1.555
C 2.475 -0.442 -0.140
C 0.993 -0.273 0.133
O 0.292 -0.490 1.157
N 0.371 0.282 -0.886
C 3.060 -1.822 0.103
C 2.318 -2.884 0.596
C 2.924 -4.121 0.781
C 4.263 -4.301 0.476
C 5.010 -3.234 -0.008
C 4.413 -1.998 -0.181
C 3.172 0.610 0.734
C 3.256 0.383 2.106
C 3.827 1.332 2.936
C 4.326 2.515 2.404
C 4.242 2.743 1.040
C 3.659 1.796 0.205
H 3.093 -0.510 -2.205
H 1.272 -2.762 0.831
H 2.337 -4.947 1.160
H 4.727 -5.268 0.618
H 6.060 -3.364 -0.239
H 5.004 -1.158 -0.530
H 2.870 -0.542 2.520
H 3.889 1.146 4.000
H 4.783 3.252 3.052
H 4.635 3.659 0.617
H 3.586 1.974 -0.859
F -1.667 -1.765 -0.378
B -1.271 -2.427 -1.723
F -1.446 -1.443 -2.682
F 0.053 -2.763 -1.579
F -2.118 -3.481 -1.858
*
```


[2]
Computed, not measured: C28H22Br2N4O6SeSn as an isolated structure, with ωB97M-V/def2-TZVPD.

Kohn-Sham gap (alpha / beta) (eV): 5.54 / 7.26
HOMO (alpha / beta) (eV): -8.279 / -8.279

Structure (ORCA input):
```
! RIJCOSX wB97M-V def2-TZVPD def2/J DEFGRID3
* xyz 0 1
Sn 0.490 2.495 0.090
O 1.387 0.333 0.346
C 1.320 -0.342 1.613
C 0.880 0.742 2.639
O 0.955 0.518 3.821
O 0.402 1.844 2.118
C 2.715 -0.856 1.937
C 3.040 -2.204 1.887
C 4.349 -2.621 2.102
C 5.342 -1.692 2.368
C 5.022 -0.341 2.422
C 3.718 0.071 2.210
C 0.241 -1.424 1.634
C -0.564 -1.672 0.530
C -1.554 -2.645 0.579
C -1.746 -3.383 1.734
C -0.950 -3.134 2.846
C 0.033 -2.160 2.800
H 1.803 -0.204 -0.362
H 2.268 -2.938 1.699
H 4.588 -3.677 2.070
H 6.359 -2.017 2.540
H 5.789 0.391 2.636
H 3.475 1.126 2.259
H -0.447 -1.080 -0.363
H -2.189 -2.801 -0.285
H -2.521 -4.138 1.778
H -1.102 -3.695 3.759
H 0.637 -1.953 3.673
C -3.840 4.412 1.359
C -2.543 4.111 0.676
N -1.535 3.571 1.235
O -1.675 3.347 2.578
C -2.420 4.427 -0.767
C -3.512 4.069 -1.732
N -1.368 5.054 -1.138
O -0.996 5.483 -2.221
H -3.790 4.166 2.413
H -4.638 3.831 0.893
H -4.087 5.468 1.239
H -0.903 2.772 2.778
H -3.680 2.989 -1.724
H -3.237 4.373 -2.739
H -4.442 4.567 -1.456
Br -0.694 2.468 -3.876
C -0.357 0.650 -3.679
C -1.143 -0.288 -4.315
C -0.910 -1.636 -4.127
Br -2.039 -2.849 -5.001
C 0.124 -2.121 -3.257
C 0.369 -3.479 -2.997
C 1.360 -3.822 -2.114
C 2.082 -2.807 -1.480
N 1.873 -1.525 -1.708
C 0.929 -1.182 -2.593
C 0.729 0.273 -2.798
O 1.445 1.101 -2.240
H -1.960 0.036 -4.943
H -0.227 -4.237 -3.485
H 1.571 -4.858 -1.888
H 2.848 -3.045 -0.751
Se -3.626 0.011 -1.679
C -2.202 0.812 -0.995
N -1.247 1.317 -0.551
*
```


[3]
Computed, not measured: C28H22Cl2MnN5O6S as an isolated structure, with ωB97M-V/def2-TZVPD.

<S²>: 6.0759
Kohn-Sham gap (alpha / beta) (eV): 6.15 / 7.02
HOMO (alpha / beta) (eV): -7.635 / -7.825

Structure (ORCA input):
```
! RIJCOSX wB97M-V def2-TZVPD def2/J DEFGRID3
* xyz 0 5
Mn -0.369 0.065 0.006
Cl -6.927 1.981 0.011
C -5.465 1.124 0.338
C -4.289 1.550 -0.263
C -3.107 0.865 -0.018
N -1.840 1.100 -0.587
C -1.689 1.907 -1.687
O -2.393 2.837 -2.013
C -0.580 1.422 -2.573
C -0.347 2.025 -3.794
C 0.538 1.428 -4.677
C 1.151 0.246 -4.295
C 0.879 -0.281 -3.042
N 0.035 0.294 -2.189
C -3.104 -0.253 0.838
C -4.285 -0.666 1.440
C -5.461 0.020 1.185
Cl -6.917 -0.508 1.944
N -1.832 -0.776 1.057
C -1.575 -1.549 2.162
O -2.222 -2.504 2.539
C -0.447 -0.982 2.985
C -0.050 -1.581 4.169
C 0.876 -0.922 4.963
C 1.351 0.313 4.550
C 0.900 0.832 3.343
N 0.022 0.198 2.578
H -4.296 2.418 -0.900
H -0.879 2.936 -4.030
H 0.729 1.867 -5.647
H 1.829 -0.282 -4.950
H 1.354 -1.206 -2.744
H -4.285 -1.532 2.084
H -0.478 -2.535 4.442
H 1.218 -1.363 5.890
H 2.053 0.872 5.154
H 1.253 1.789 2.975
C -0.101 -6.011 2.320
C 0.890 -5.287 1.454
C 0.501 -4.748 0.228
C 1.420 -4.121 -0.594
C 2.744 -4.044 -0.193
C 3.161 -4.585 1.013
C 2.226 -5.191 1.837
S 3.968 -3.302 -1.238
O 5.219 -3.921 -0.926
O 3.494 -3.306 -2.598
N 4.109 -1.688 -0.854
C 4.183 -1.244 0.543
C 3.500 0.107 0.795
C 2.022 0.182 0.455
O 1.486 1.291 0.234
O 1.321 -0.885 0.428
H -1.093 -5.574 2.222
H 0.203 -5.991 3.366
H -0.156 -7.060 2.016
H -0.533 -4.832 -0.085
H 1.120 -3.715 -1.552
H 4.210 -4.546 1.276
H 2.542 -5.623 2.779
H 3.467 -1.154 -1.428
H 5.238 -1.140 0.799
H 3.748 -2.001 1.200
H 4.003 0.900 0.241
H 3.573 0.350 1.857
*
```


[4]
Computed, not measured: C28H22Cl3MoN4O5S2 as an isolated structure, with ωB97M-V/def2-TZVPD.

<S²>: 2.0409
Kohn-Sham gap (alpha / beta) (eV): 6.79 / 5.71
HOMO (alpha / beta) (eV): -11.496 / -11.535

Structure (ORCA input):
```
! RIJCOSX wB97M-V def2-TZVPD def2/J DEFGRID3
* xyz 1 3
Mo -1.035 -0.643 -0.538
C -1.000 -2.824 1.828
C -0.310 -1.580 1.350
N 0.524 -1.718 0.245
N 1.752 -1.261 0.230
C 2.031 -0.672 -0.942
S 0.793 -0.285 -2.046
S 3.671 -0.285 -1.298
C 4.360 -0.010 0.372
C 5.179 -1.140 0.939
C 6.404 -0.832 1.521
C 7.176 -1.822 2.113
C 6.732 -3.135 2.117
C 5.513 -3.450 1.530
C 4.740 -2.460 0.946
C 0.102 -0.501 2.282
C 0.586 -0.677 3.568
C 1.081 0.424 4.260
C 1.089 1.683 3.672
C 0.596 1.876 2.384
C 0.109 0.770 1.720
O -0.383 0.858 0.440
H -0.314 -3.357 2.492
H -1.905 -2.588 2.386
H -1.247 -3.480 0.997
H 4.987 0.872 0.243
H 3.520 0.259 1.012
H 6.761 0.192 1.514
H 8.126 -1.566 2.562
H 7.338 -3.912 2.561
H 5.166 -4.475 1.524
H 3.794 -2.717 0.486
H 0.595 -1.659 4.026
H 1.468 0.295 5.262
H 1.473 2.530 4.226
H 0.586 2.848 1.910
O -6.651 -1.900 -1.977
C -6.539 -0.582 -1.864
O -7.474 0.154 -1.997
C -5.178 -0.029 -1.567
C -4.868 1.337 -1.501
Cl -5.854 2.671 -1.782
N -3.559 1.469 -1.225
N -2.995 0.254 -1.098
C -3.959 -0.644 -1.315
C -3.510 -2.082 -1.245
O -4.232 -3.026 -1.407
O -2.217 -2.172 -0.969
C -2.744 2.653 -1.114
C -1.589 2.707 -1.873
C -0.778 3.826 -1.776
C -1.137 4.869 -0.932
C -2.302 4.794 -0.180
C -3.120 3.678 -0.265
H -5.819 -2.387 -1.796
H -1.344 1.907 -2.562
H 0.122 3.888 -2.373
H -0.510 5.748 -0.866
H -2.577 5.604 0.482
H -4.023 3.607 0.326
Cl -0.451 0.986 -5.343
C -1.478 -0.430 -5.547
Cl -1.960 -1.132 -3.978
H -0.932 -1.191 -6.090
H -2.382 -0.134 -6.063
*
```